[1]
10
Properties=species:S:1:pos:R:3:mulliken_spin:R:1 method="wB97M-V/def2-TZVPD" charge=+2 fmax_ev_per_a=5.09 lumo_energy_ev="-9.77 / -10.62" energy_ha=-1034.0015 spin_multiplicity=2 orbital_gap_ev="7.943 / 5.316" s2=1.36 homo_ev="-17.71 / -15.93"
O 1.69538 -1.00511 0.26789 0.18
Li 0.43325 -2.28448 -0.03481 0.00
C 4.45932 0.64532 1.49554 0.95
C 3.93942 -0.63282 1.70168 0.41
O 5.65334 0.19379 0.91946 0.15
C 5.19840 -1.17700 1.07111 0.07
H 3.28757 -1.01787 2.48784 0.00
H 5.09110 -1.66360 0.08996 0.00
H 5.87647 -1.75598 1.71426 0.01
Sc 1.47012 0.75813 -0.60933 -0.77

---

[2]
116
Properties=species:S:1:pos:R:3:mulliken_spin:R:1 method="wB97M-V/def2-TZVPD" charge=+1 fmax_ev_per_a=5.93 lumo_energy_ev="-4.85 / -8.57" energy_ha=-6326.2517 spin_multiplicity=2 orbital_gap_ev="8.469 / 4.746" s2=0.76 homo_ev="-13.32 / -13.32"
O -1.33152 -2.96226 -1.75214 0.00
S -2.13507 -3.56063 -2.85807 0.00
O -1.60876 -4.67851 -3.62395 0.00
O -3.71846 -3.83361 -2.33191 0.00
C -4.14085 -3.43446 -1.12836 0.00
C -5.70245 -3.54413 -1.01200 0.00
C -2.46896 -2.29611 -4.08935 0.00
H -4.00462 -2.36859 -0.94544 0.00
H -3.58051 -4.08485 -0.45672 0.00
H -6.16908 -4.47234 -1.34182 0.00
H -6.13333 -2.95908 -1.82450 0.00
H -6.07540 -3.41809 0.00443 0.00
H -1.46226 -2.08489 -4.44996 0.00
H -2.81537 -1.33733 -3.70355 0.00
H -3.13457 -2.70699 -4.84846 0.00
N -0.00899 1.71786 1.24032 0.73
C -0.74145 1.01200 2.10258 0.00
C -0.95887 -0.33625 1.87311 0.06
C -0.56097 -0.95941 0.69070 0.01
C 0.17381 -0.14668 -0.16330 0.07
C 0.43337 1.17027 0.08826 0.07
H -1.08571 1.57495 2.95755 0.02
H -1.51248 -0.97953 2.54102 0.01
H -0.79251 -2.00245 0.53306 0.00
H 0.43892 -0.49268 -1.15143 0.01
H 1.06829 1.78123 -0.53625 -0.01
C 2.97773 4.40595 1.03980 0.00
C 1.56425 4.99250 0.91373 0.00
C 0.85515 4.77781 2.29551 0.03
F 1.37009 5.13798 3.52384 0.00
F -0.44069 5.30298 2.26264 0.00
F 1.68395 6.26973 0.57303 0.00
F 0.89541 4.32440 -0.03756 0.00
O 2.89757 3.06010 1.52988 0.01
C 3.74837 2.81060 2.69612 0.00
C 3.36354 1.36332 3.12250 0.00
F 4.14041 0.84449 4.06290 0.00
F 2.10085 1.49349 3.55973 0.00
F 4.95484 2.78648 2.21394 0.00
F 3.62482 3.65851 3.71736 0.00
H 3.53235 5.16449 1.59219 0.00
H 3.47094 4.44603 0.06860 0.00
H 0.80961 3.69433 2.40559 -0.01
H 3.41218 0.81007 2.18460 0.00
C 6.02848 0.89047 -0.83516 0.00
C 7.29740 1.08136 -1.78843 0.00
C 7.02171 1.89071 -3.04228 0.00
F 6.33535 3.04335 -2.73513 0.00
F 8.08050 2.15172 -3.88714 0.00
F 8.25594 1.75505 -1.11914 0.00
F 7.78934 -0.12278 -2.04117 0.00
O 4.95474 0.23074 -1.48859 0.00
C 4.74193 -1.12875 -1.06333 0.00
C 3.64397 -1.89454 -1.90617 0.00
F 3.73665 -1.71800 -3.25333 0.00
F 3.65654 -3.23812 -1.64050 0.00
F 5.89955 -1.71461 -1.04373 0.00
F 4.03308 -1.17510 0.08619 0.00
H 5.88083 1.95018 -0.62705 0.00
H 6.27795 0.33721 0.07026 0.00
H 6.36371 1.27728 -3.65777 0.00
H 2.67977 -1.39609 -1.80626 0.00
C 0.40855 -4.99964 0.71169 0.00
C -0.28796 -6.26350 1.19283 0.00
C -1.61807 -5.84483 1.91071 0.00
F -2.50079 -5.33021 0.98646 0.00
F -2.22191 -6.94390 2.40137 0.00
F -0.36923 -7.05916 0.15295 0.00
F 0.49678 -6.84098 2.06916 0.00
O 0.68952 -4.15986 1.80869 0.00
C 1.93095 -3.70728 2.14183 0.00
C 2.06355 -2.92828 3.42403 0.00
F 1.59560 -3.51702 4.53856 0.00
F 3.32835 -2.55310 3.67508 0.00
F 2.64319 -4.79531 2.14847 0.00
F 2.32171 -2.99423 1.12932 0.00
H -0.31790 -4.42377 0.13832 0.00
H 1.31627 -5.11546 0.11947 0.00
H -1.47699 -5.12315 2.71531 0.00
H 1.52885 -1.98032 3.48358 0.00
C -4.89707 0.58028 3.52667 0.00
C -5.02476 1.65968 4.60022 0.00
C -4.48329 3.08299 4.25211 0.00
F -4.27277 3.85595 5.34033 0.00
F -3.42531 3.11124 3.46449 0.00
F -6.28220 1.83358 5.02105 0.00
F -4.29720 1.19666 5.68755 0.00
O -5.51792 -0.65415 3.97449 0.00
C -4.96305 -1.87094 3.41757 0.00
C -6.00113 -2.98218 3.40244 0.00
F -7.05809 -2.47774 2.70438 0.00
F -5.60598 -4.14724 2.77133 0.00
F -4.45681 -1.62013 2.16518 0.00
F -3.96332 -2.07786 4.25104 0.00
H -3.89991 0.42741 3.11386 0.00
H -5.52008 0.94914 2.71187 0.00
H -5.32951 3.64798 3.86121 0.00
H -6.23887 -3.36252 4.39588 0.00
C -0.29859 3.01477 -3.99530 0.00
C 1.05444 2.82705 -4.73440 0.00
C 1.80621 1.52628 -4.09118 0.00
F 2.44759 1.75655 -2.95978 0.00
F 1.05502 0.44485 -3.87160 0.00
F 0.89880 2.51097 -6.02788 0.00
F 1.84768 3.88881 -4.65126 0.00
O -1.08946 4.13466 -4.21695 0.00
C -1.69564 4.38038 -5.51196 0.00
C -2.88239 5.29948 -5.35158 0.00
F -3.45649 5.49841 -6.52666 0.00
F -3.74366 4.96357 -4.37653 0.00
F -0.83183 4.96460 -6.23575 0.00
F -2.10413 3.28411 -6.10956 0.00
H -0.04659 3.18241 -2.94816 0.00
H -0.90141 2.11091 -3.90724 0.00
H 2.65435 1.19644 -4.69115 0.00
H -2.61861 6.28267 -4.96187 0.00

---

[3]
82
Properties=species:S:1:pos:R:3:lowdin_charge:R:1 method="wB97M-V/def2-TZVPD" fmax_ev_per_a=10.19 lumo_energy_ev=0.28 energy_ha=-1861.9968 spin_multiplicity=1 orbital_gap_ev=9.371 homo_ev=-9.09
N -3.29527 2.10961 0.78477 0.12
C -2.76827 1.11061 0.08077 -0.60
N -1.61527 1.33561 -0.43523 0.16
O -3.44027 -0.04839 -0.16423 -0.10
H -4.32027 2.01461 0.99477 0.14
H -3.01927 3.16861 0.75377 0.05
H -1.10027 0.53461 -0.85523 0.07
H -1.17827 2.31061 -0.36423 0.06
N -0.01527 -3.98039 -2.00223 0.17
C 0.82673 -3.75239 -1.02123 -0.52
N 1.81973 -4.60239 -0.84723 0.14
O 0.44873 -2.77239 -0.03623 -0.17
H -0.78927 -3.24139 -2.13123 0.03
H 0.19373 -4.71339 -2.63223 0.10
H 2.34773 -4.53839 0.04077 0.10
H 2.22973 -5.14039 -1.69723 0.17
N -1.56427 3.32761 3.32377 0.10
C -0.33627 2.87961 3.06077 -0.54
N -0.26527 2.11361 2.00777 0.14
O 0.70173 3.00061 4.03377 -0.13
H -1.60427 3.56161 4.30477 0.13
H -2.43027 2.78361 2.98177 0.15
H 0.57173 1.48261 1.94677 0.11
H -1.05527 1.92261 1.34977 0.09
N -1.93627 -2.34539 -2.11823 0.12
C -1.56627 -1.16439 -2.45223 -0.55
N -0.52227 -0.83639 -1.71423 0.14
O -1.98027 -0.57639 -3.69223 -0.12
H -2.69727 -2.63339 -2.82523 0.20
H -2.32827 -2.36339 -1.21723 0.08
H 0.16773 -0.31339 -2.33223 0.10
H -0.10727 -1.43039 -0.99223 0.06
N -2.31127 4.49361 0.98577 0.09
C -1.51927 4.52161 -0.11423 -0.57
N -0.53127 3.69861 -0.13823 0.14
O -1.77427 5.44561 -1.08123 -0.08
H -3.11527 5.23261 1.17677 0.21
H -1.97327 4.14061 1.89077 0.03
H 0.03873 3.84461 -0.94223 0.08
H -0.16527 3.22361 0.72877 0.09
C 1.70273 -1.21839 -4.35023 -0.09
C 2.21673 0.03361 -3.67923 -0.24
O 1.15673 0.91861 -3.08023 -0.13
H 1.18173 -1.88039 -3.67323 0.04
H 2.37173 -1.83939 -4.92823 0.07
H 1.00673 -0.86239 -5.20923 0.12
H 2.64773 0.71361 -4.44523 0.12
H 3.00573 -0.22839 -2.93923 0.11
H 1.49273 1.80061 -3.00923 0.04
C 2.35273 -3.17339 3.07977 -0.07
C 1.16373 -4.08839 2.75677 -0.28
O 1.63573 -5.15239 1.88577 -0.12
H 1.92873 -2.40939 3.72277 0.08
H 2.73873 -2.75239 2.19177 0.05
H 3.16873 -3.63239 3.55377 0.05
H 0.42173 -3.38639 2.33077 0.07
H 0.85973 -4.53439 3.68777 0.11
H 0.85673 -5.68039 1.56277 0.11
C -2.11627 -3.17039 2.85877 -0.09
C -1.93527 -1.99239 2.01477 -0.38
O -2.34927 -2.28239 0.75077 -0.09
H -3.15527 -3.62139 2.72477 0.12
H -1.87127 -3.15839 3.93277 0.10
H -1.53127 -3.83239 2.42077 -0.01
H -0.91727 -1.59239 1.98477 0.09
H -2.57727 -1.20439 2.42877 0.12
H -2.69327 -1.51739 0.27877 0.01
C 1.97373 1.55661 -0.23223 -0.08
C 2.27273 0.16761 0.43677 -0.25
O 1.27573 -0.04439 1.41877 -0.10
H 1.94773 2.32961 0.55377 0.08
H 1.00873 1.51161 -0.67723 0.02
H 2.65173 1.82261 -1.06523 0.08
H 3.33173 0.16561 0.78377 0.12
H 2.10373 -0.59939 -0.34023 0.10
H 0.77273 -0.83939 1.20077 0.05
C 2.07573 5.14561 -1.31223 -0.11
O 1.41573 4.20261 -2.17923 -0.10
H 2.18973 6.10961 -1.73523 0.07
H 3.04073 4.69761 -1.06923 0.07
H 1.63273 5.27761 -0.24323 0.12
H 1.52273 4.43561 -3.03223 0.03

---

[4]
50
Properties=species:S:1:pos:R:3:nbo_charge:R:1 method="wB97M-V/def2-TZVPD" fmax_ev_per_a=2.59 lumo_energy_ev=-0.56 energy_ha=-1760.1642 spin_multiplicity=1 orbital_gap_ev=5.344 homo_ev=-5.90
C -3.82196 1.29821 -0.44201 -0.40
C -2.57744 1.50455 0.00230 -0.17
C -1.56019 0.35987 0.00899 -0.47
C -1.16601 -0.06387 1.48217 -0.10
C 0.28069 0.38453 1.82882 -0.14
C 0.52979 1.88612 1.70796 0.61
F -0.61682 2.45958 2.13585 -0.28
F 0.74202 2.30878 0.41914 -0.33
C 1.70960 2.44944 2.58668 0.92
F 2.68939 2.90810 1.77500 -0.32
F 2.24098 1.53966 3.41882 -0.31
F 1.29621 3.47684 3.32600 -0.28
N 1.11022 -0.53379 1.00210 -0.59
C 0.26340 -1.53337 0.61090 0.77
N 0.42137 -2.41842 -0.31936 -0.51
C 1.65151 -2.40076 -1.15959 -0.25
C 1.36571 -1.43498 -2.32652 -0.05
C 0.49284 -1.84082 -3.33833 -0.23
C 0.23182 -0.91236 -4.34707 -0.17
C 0.78825 0.36432 -4.36964 -0.21
C 1.66990 0.72774 -3.34940 0.02
C 2.35752 2.09308 -3.29879 -0.64
C 1.96073 -0.17254 -2.31313 -0.20
N -0.93151 -1.51903 1.39184 -0.50
C -0.85766 -2.28925 2.63409 0.36
C -1.74208 -1.75678 3.76192 -0.67
F 0.47770 -2.47913 3.04549 -0.38
H -4.68443 1.87554 -0.10275 0.22
H -3.96264 0.52639 -1.21211 0.18
H -2.30210 2.50283 0.35512 0.24
H -0.67838 0.69099 -0.57453 0.20
H -2.02187 -0.47283 -0.54622 0.22
H -1.99675 0.33014 2.09390 0.34
H 0.38603 0.12199 2.89376 0.26
H 1.55811 0.01468 0.26965 0.42
H -0.33402 -3.07451 -0.47046 0.44
H 1.90759 -3.41032 -1.50025 0.24
H 2.45033 -1.98557 -0.52724 0.23
H 0.02030 -2.82606 -3.32974 0.22
H -0.47184 -1.22644 -5.12262 0.22
H 0.53295 1.06915 -5.16411 0.23
H 1.64038 2.92049 -3.37782 0.23
H 3.14634 2.12760 -4.06426 0.23
H 2.85316 2.20069 -2.32070 0.22
H 2.63615 0.12060 -1.50352 0.20
H -1.22079 -3.30549 2.39649 0.16
H -1.44257 -2.31319 4.66753 0.24
H -1.60903 -0.69048 3.99724 0.27
H -2.77888 -2.04902 3.55373 0.24
I -2.63398 2.44708 3.71468 -0.90

---

[5]
24
Properties=species:S:1:pos:R:3:nbo_charge:R:1 method="wB97M-V/def2-TZVPD" charge=+1 fmax_ev_per_a=3.00 lumo_energy_ev=-5.13 energy_ha=-1817.8681 spin_multiplicity=1 orbital_gap_ev=9.040 homo_ev=-14.17
C -1.14623 -0.30310 1.95279 -0.63
C -0.86771 -1.40822 0.96175 -0.21
C -1.82735 -2.63669 1.14927 -0.62
C -0.82964 -0.73975 -0.42164 -0.23
N 0.22975 0.21220 -0.66386 -0.51
C 1.26050 -0.05031 -1.45263 0.40
N 2.41276 0.59176 -1.50341 -0.51
C 2.92239 1.72330 -1.16118 0.44
Cl 4.55548 1.90492 -1.06830 0.20
N 2.21308 2.83496 -1.00576 -0.48
C 1.07331 3.20242 -1.35839 0.23
Cl 0.10929 4.22127 -0.41253 0.17
Cl 0.45182 2.98911 -2.92422 0.13
H -0.97988 -0.82150 2.88024 0.23
H -0.37810 0.45258 1.92283 0.19
H -2.20234 0.10223 2.04485 0.23
H 0.23386 -1.81465 1.12379 0.20
H -2.20100 -2.58390 2.18630 0.23
H -1.34020 -3.65575 1.13492 0.24
H -2.65376 -2.54650 0.48427 0.22
H -0.83074 -1.48913 -1.26474 0.22
H -1.79802 -0.24808 -0.54161 0.22
H 0.44475 0.93943 0.07688 0.42
H 1.14799 -0.87663 -2.13963 0.22

---

[6]
20
Properties=species:S:1:pos:R:3:nbo_charge:R:1 method="wB97M-V/def2-TZVPD" fmax_ev_per_a=1.98 lumo_energy_ev=0.81 energy_ha=-345.3040 spin_multiplicity=1 orbital_gap_ev=9.429 homo_ev=-8.62
C 1.72962 1.56460 1.22202 -0.64
C 0.38478 1.74129 0.61071 0.09
C -0.75345 0.98244 0.64857 -0.12
N -1.65227 1.64661 -0.14349 -0.53
C -1.05153 2.78248 -0.58729 0.16
N 0.17169 2.88158 -0.13443 -0.46
H 2.43537 2.00339 0.51836 0.23
H 2.06875 0.52515 1.27238 0.21
H 1.91308 1.98051 2.21189 0.22
H -0.86122 0.12046 1.27484 0.23
H -2.40380 1.25312 -0.68654 0.41
H -1.46203 3.42224 -1.35100 0.20
C 0.05370 -1.87973 -0.47443 -0.62
C -0.17126 -3.36281 -0.73023 -0.62
H -0.80657 -1.43946 0.02270 0.20
H 1.01786 -1.64882 -0.03669 0.21
H -0.05521 -1.23941 -1.36150 0.21
H -0.73131 -3.65420 -1.61524 0.21
H -0.64755 -3.85957 0.11299 0.20
H 0.82132 -3.81988 -0.77361 0.20

---

[7]
6
Properties=species:S:1:pos:R:3:nbo_charge:R:1 method="wB97M-V/def2-TZVPD" fmax_ev_per_a=5.68 lumo_energy_ev=0.48 energy_ha=-537.8376 spin_multiplicity=1 orbital_gap_ev=9.603 homo_ev=-9.12
C -0.36403 0.21085 0.26956 -0.04
F -1.27421 -0.71410 0.19071 -0.34
S 1.31823 -0.22218 0.42628 -0.01
H -0.37608 0.98551 -1.23455 0.03
H -0.78635 0.96190 0.97937 0.21
H 1.48244 -1.22197 -0.63137 0.16

---

[8]
66
Properties=species:S:1:pos:R:3:nbo_charge:R:1 method="wB97M-V/def2-TZVPD" charge=+3 fmax_ev_per_a=3.22 lumo_energy_ev="-12.29 / -12.40" energy_ha=-4562.0157 spin_multiplicity=1 orbital_gap_ev="4.108 / 3.849" homo_ev="-16.40 / -16.25"
Pt 0.12090 0.34520 0.15450 0.98
C -1.26520 -2.97260 4.58560 -0.59
C -1.84170 -1.57220 4.75130 -0.47
C -1.09780 -0.54580 3.99800 0.14
N -0.80560 -0.55620 2.74360 -0.27
N -0.12350 0.49820 2.31980 -0.41
C 0.13550 1.39890 3.26120 0.26
N 0.84780 2.51440 3.06400 -0.76
S -0.49740 0.90730 4.80100 0.50
H -1.90230 -3.68440 5.10160 0.25
H -0.26390 -3.02550 5.01090 0.22
H -1.20260 -3.24960 3.53530 0.22
H -1.87130 -1.29640 5.80830 0.25
H -2.87760 -1.57910 4.39440 0.26
H 0.98900 2.85780 2.12390 0.42
H 0.91900 3.18920 3.81120 0.44
S -0.10560 -1.51620 -1.50920 -0.04
C -1.34580 -1.13190 -2.63830 0.34
N -2.58820 -0.81340 -2.33000 -0.50
C -3.38220 -0.54280 -3.52070 -0.24
C -2.37420 -0.78180 -4.66700 -0.24
N -1.15530 -1.14040 -3.94910 -0.51
H -2.93600 -0.65800 -1.39310 0.47
H -3.75670 0.48410 -3.49580 0.23
H -4.23560 -1.22510 -3.56750 0.25
H -2.19760 0.11520 -5.26800 0.24
H -2.68130 -1.58920 -5.33610 0.25
H -0.34140 -1.49920 -4.42350 0.45
C 3.37270 -1.23360 -1.37730 -0.95
As 2.60820 0.32500 -0.48760 1.25
C 3.37010 1.79760 -1.53950 -0.93
C 3.52570 0.23510 1.32810 -0.64
C 4.77910 0.99640 1.32620 -0.12
C 6.01480 0.35810 1.13120 -0.17
C 7.18220 1.05050 1.36640 -0.19
C 7.14150 2.40120 1.72430 -0.12
C 5.91530 3.06030 1.86280 -0.21
C 4.74770 2.37090 1.63720 -0.14
H 4.46420 -1.15190 -1.38550 0.29
H 3.02470 -1.28810 -2.41090 0.27
H 3.08120 -2.14760 -0.85660 0.26
H 4.39790 2.00290 -1.23890 0.29
H 2.76480 2.70140 -1.44760 0.29
H 3.36800 1.47590 -2.58460 0.27
H 3.67500 -0.83400 1.49970 0.27
H 2.82920 0.64220 2.06350 0.24
H 6.04260 -0.68740 0.85640 0.22
H 8.12940 0.54530 1.27200 0.25
H 8.06330 2.94460 1.86380 0.25
H 5.89260 4.10360 2.13440 0.25
H 3.78470 2.86120 1.71210 0.19
O 0.93730 4.00040 -1.18270 -0.52
C -0.18400 3.58470 -1.07400 0.66
N -0.51750 2.34330 -0.56720 -0.56
C -1.86330 2.13300 -0.56930 0.65
O -2.29670 1.03230 -0.22810 -0.65
C -2.52490 3.34350 -1.07070 -0.11
C -3.85010 3.68670 -1.26060 -0.16
C -4.11790 4.93220 -1.83060 -0.16
C -3.09340 5.79420 -2.19700 -0.14
C -1.75360 5.46700 -1.97050 -0.13
C -1.48760 4.23850 -1.41190 -0.14
H -4.66010 3.02930 -0.98230 0.25
H -5.13820 5.24280 -2.00110 0.25
H -3.32950 6.74120 -2.66060 0.26
H -0.96480 6.14970 -2.23740 0.26

---

[9]
15
Properties=species:S:1:pos:R:3:mulliken_spin:R:1 method="wB97M-V/def2-TZVPD" charge=-1 fmax_ev_per_a=3.60 lumo_energy_ev="2.92 / 0.59" energy_ha=-797.1756 spin_multiplicity=2 orbital_gap_ev="7.312 / 4.974" s2=0.75 homo_ev="-4.39 / -4.38"
O -0.04110 -1.41602 -1.09213 0.00
C -0.58292 -0.34663 -0.73803 0.00
O -1.74032 -0.19959 -1.13482 0.00
C 0.03647 0.68721 0.24629 0.00
C -0.48196 0.56143 1.71123 -0.04
S -0.13202 1.87544 3.02268 1.00
N -0.16459 2.07164 -0.20705 0.00
H 1.15754 0.42208 0.22376 0.01
H -1.59884 0.49124 1.67161 0.04
H -0.10865 -0.45167 1.94108 0.00
H -0.21743 2.69214 0.58683 0.00
H -0.98840 2.18342 -0.73644 0.00
H 2.36908 -2.48912 -2.04062 0.00
H 0.78922 -2.85292 -1.51439 0.00
O 1.70392 -3.22867 -1.94001 0.00